Computed, not measured: a structure of composition C36H60CeOP2 in a non-equilibrium geometry, with ωB97M-V/def2-TZVPD.

```
100
Properties=species:S:1:pos:R:3:forces:R:3
Ce 2.415 -0.444 0.157 -0.1 2.0 3.3
C -0.018 -0.366 -0.386 -0.6 -1.1 -1.2
C 0.698 -0.199 -1.618 -0.8 -1.7 0.0
C 1.136 -2.348 -0.795 -1.4 0.8 -0.8
C 0.239 -1.695 0.109 -0.6 -0.1 -1.5
C 1.394 -1.440 -1.895 -1.2 -0.2 0.5
C -0.991 0.599 0.193 0.0 0.2 0.3
H -1.291 1.359 -0.534 0.1 -0.1 0.1
H -0.575 1.107 1.075 -0.3 0.0 0.1
H -1.892 0.072 0.540 0.4 0.1 0.1
C -0.470 -2.325 1.253 0.2 -0.1 0.5
H -0.358 -1.711 2.154 -0.3 0.0 0.2
H -0.108 -3.339 1.447 0.0 0.1 0.0
H -1.555 -2.386 1.066 0.4 0.1 0.0
C 1.589 -3.759 -0.662 0.0 -0.2 0.1
H 0.793 -4.348 -0.191 0.3 0.0 -0.1
H 2.478 -3.850 -0.020 0.0 -0.2 -0.1
H 1.813 -4.201 -1.636 0.1 0.0 0.2
C 1.820 -1.882 -3.254 0.4 -0.1 -0.4
H 1.430 -2.892 -3.452 0.2 0.3 0.0
H 2.906 -1.911 -3.386 -0.2 -0.1 -0.2
H 1.408 -1.215 -4.023 0.2 -0.2 0.2
C 0.483 0.895 -2.610 0.2 0.3 -0.1
H 0.255 0.467 -3.591 0.0 0.1 0.1
H 1.359 1.539 -2.732 -0.1 0.0 -0.1
H -0.361 1.522 -2.310 0.2 -0.1 -0.1
C 0.699 4.157 1.236 -0.7 0.7 0.1
C -0.328 4.639 0.516 0.3 -0.4 0.9
C -0.239 5.167 -0.880 -0.1 0.4 -0.6
C 1.004 6.076 -1.194 -0.8 0.2 0.1
C 2.072 5.430 -2.018 0.6 -0.7 0.1
C 2.486 4.163 -1.855 0.0 0.3 -0.6
C 2.030 3.254 -0.744 0.0 -0.4 0.3
C 2.053 3.868 0.679 0.4 -0.1 -0.1
H -1.139 5.781 -1.033 0.3 -0.1 0.0
H 1.409 6.486 -0.255 -0.1 -0.1 -0.3
H -0.319 4.370 -1.634 0.1 0.1 0.1
H 2.690 4.765 0.702 -0.1 -0.2 -0.1
H 0.623 4.055 2.324 -0.3 -0.3 -0.5
H -1.323 4.716 0.970 0.5 0.1 0.1
H 2.554 3.166 1.364 -0.2 0.0 -0.1
H 1.034 2.825 -0.932 0.2 0.3 0.1
H 3.179 3.698 -2.574 -0.1 0.5 0.3
H 2.713 2.378 -0.752 -0.1 0.2 -0.1
H 0.622 6.939 -1.763 0.2 -0.2 0.2
H 2.538 6.061 -2.782 -0.2 -0.4 0.1
P 4.670 1.246 0.764 3.1 1.6 0.6
P 4.698 -1.132 -1.165 2.4 -0.5 -1.6
C 6.352 0.676 0.116 -0.5 -0.1 -0.1
C 6.301 -0.778 -0.301 -0.3 -0.2 0.2
H 7.086 0.851 0.913 -0.1 0.1 -0.2
H 6.614 1.322 -0.736 -0.1 -0.2 0.2
H 7.111 -1.027 -0.993 -0.1 -0.1 0.1
H 6.369 -1.447 0.565 0.1 0.1 -0.1
C 5.067 -2.825 -1.714 -0.1 -0.2 -0.2
H 4.262 -3.224 -2.337 0.2 0.0 0.1
H 5.167 -3.462 -0.825 0.0 0.1 -0.2
H 6.014 -2.818 -2.272 -0.3 -0.2 0.1
C 4.975 -0.069 -2.662 -0.3 0.0 0.0
H 6.052 -0.018 -2.889 -0.4 -0.1 0.1
H 4.608 0.954 -2.481 0.1 -0.3 -0.1
H 4.432 -0.469 -3.531 0.2 0.1 0.3
C 4.990 1.050 2.572 -0.3 -0.4 0.3
H 4.103 0.657 3.082 0.2 0.1 0.2
H 5.236 2.030 3.002 -0.1 -0.4 -0.1
H 5.831 0.365 2.734 -0.3 0.1 0.1
C 5.125 3.027 0.625 -0.4 0.6 -0.3
H 6.207 3.134 0.458 -0.3 -0.2 0.2
H 4.864 3.549 1.551 0.0 0.0 -0.3
H 4.607 3.508 -0.213 0.2 0.0 0.2
C -4.284 -2.739 3.815 0.1 0.1 -0.2
C -3.672 -1.386 3.454 0.6 0.0 0.3
C -4.765 -0.426 2.968 0.1 0.0 0.0
C -2.869 -0.763 4.591 0.8 0.5 -0.4
C -3.143 -0.953 5.934 -0.2 0.4 0.0
C -2.478 -0.210 6.914 0.1 -0.2 0.6
C -1.548 0.779 6.565 -0.5 0.0 0.0
C -1.253 1.028 5.238 -0.3 -0.7 -0.6
C -0.430 2.193 4.722 0.2 -0.7 0.2
C -1.339 3.218 4.059 -0.2 0.1 0.0
C 0.448 2.832 5.784 0.0 0.0 -0.1
C -1.735 0.087 4.242 -0.6 -0.1 1.9
O -1.133 -0.022 3.138 0.5 0.3 -2.1
H -5.079 -2.619 4.560 0.1 -0.1 -0.1
H -3.522 -3.420 4.208 -0.2 0.1 0.0
H -4.719 -3.187 2.915 -0.1 0.0 0.2
H -2.960 -1.533 2.626 -0.2 0.0 0.2
H -5.514 -0.278 3.757 0.1 0.0 -0.2
H -4.343 0.551 2.703 -0.1 -0.1 0.1
H -5.266 -0.842 2.087 0.0 0.1 0.0
H -3.913 -1.681 6.214 0.2 0.3 0.1
H -2.719 -0.382 7.965 0.1 0.0 -0.3
H -1.069 1.377 7.343 -0.3 -0.1 -0.1
H 0.223 1.776 3.944 0.1 0.0 -0.1
H -2.070 3.602 4.777 0.1 0.0 -0.1
H -0.767 4.064 3.676 0.0 0.2 0.0
H -1.883 2.774 3.221 0.0 0.0 0.1
H 1.067 2.083 6.282 -0.1 0.0 0.1
H 1.114 3.561 5.318 0.0 0.2 0.1
H -0.156 3.350 6.533 0.1 0.0 0.0
```
Forces are in eV/Å.

Values from the calculation:
Relative energy (zero: lowest compared OMol25 entry of this formula, charge and spin), kJ/mol: 20.3
Net charge: +1
E_tot, eV: -71849.775
2S+1: 2
M, g/mol: 710.94
HOMO-LUMO gap (alpha / beta), hartree: 0.09331 / 0.09701
Highest occupied orbital energy (alpha / beta), eV: -6.892 / -6.897

Löwdin population analysis, charges in e, atoms 1 to 6: 1.1050 -0.2997 -0.3224 -0.3375 -0.3004 -0.3326